Record 1
Computed, not measured: a molecular structure, C22H45FIN5O5P in a non-equilibrium geometry, with wB97M-V/def2-TZVPD.

Geometry (Å):
C1 0.95 -4.46 -0.09
C2 0.84 -3.24 -1.11
C3 2.10 -2.22 -1.03
N1 1.60 -0.87 -1.36
C4 0.89 0.18 -0.73
N2 0.42 0.17 0.52
I1 0.48 -1.31 1.92
P1 -0.45 1.67 1.01
N3 0.46 2.97 0.94
N4 0.73 1.31 -1.60
C5 1.32 0.96 -2.85
N5 1.81 -0.37 -2.62
C6 2.45 -0.97 -3.80
C7 4.06 -0.96 -3.76
F1 1.98 -2.29 -4.11
H1 1.80 -5.15 -0.37
H2 1.01 -4.13 1.00
H3 -0.03 -5.06 -0.18
H4 0.79 -3.59 -2.19
H5 -0.08 -2.58 -0.90
H6 2.60 -2.25 0.00
H7 2.88 -2.65 -1.74
H8 -1.64 1.73 0.22
H9 -0.88 1.54 2.38
H10 0.56 3.41 1.87
H11 1.38 1.58 -3.79
H12 2.17 -0.31 -4.70
H13 4.45 -1.91 -4.28
H14 4.41 -0.09 -4.41
H15 4.48 -0.93 -2.71
C8 2.49 -3.43 7.23
C9 1.70 -2.83 6.10
O1 0.83 -3.46 5.52
C10 2.02 -1.41 5.70
H16 2.15 -4.45 7.40
H17 3.55 -3.45 6.97
H18 2.33 -2.85 8.14
H19 3.06 -1.35 5.38
H20 1.84 -0.74 6.54
H21 1.37 -1.12 4.88
C11 -5.97 2.89 1.21
C12 -4.47 2.78 1.13
O2 -3.88 1.78 1.51
C13 -3.72 3.96 0.55
H22 -6.38 1.98 1.64
H23 -6.24 3.73 1.85
H24 -6.39 3.02 0.21
H25 -3.90 4.84 1.16
H26 -4.04 4.14 -0.47
H27 -2.65 3.74 0.55
C14 -2.39 5.33 3.76
C15 -0.90 5.14 3.90
O3 -0.42 4.03 4.03
C16 -0.04 6.37 3.88
H28 -2.89 4.36 3.79
H29 -2.77 5.95 4.58
H30 -2.61 5.80 2.80
H31 -0.31 7.03 4.70
H32 -0.16 6.89 2.92
H33 1.01 6.08 3.99
C17 7.00 -2.62 -8.24
C18 5.82 -2.30 -7.36
O4 5.78 -2.67 -6.20
C19 4.69 -1.52 -7.97
H34 7.74 -3.18 -7.66
H35 6.69 -3.22 -9.09
H36 7.46 -1.69 -8.58
H37 4.27 -2.08 -8.82
H38 5.05 -0.55 -8.31
H39 3.91 -1.37 -7.23
C20 -7.39 -2.10 0.19
C21 -6.59 -0.84 0.38
O5 -6.94 0.21 -0.12
C22 -5.34 -0.93 1.23
H40 -8.25 -1.89 -0.44
H41 -6.77 -2.86 -0.31
H42 -7.73 -2.48 1.15
H43 -4.64 -1.63 0.77
H44 -5.60 -1.25 2.24
H45 -4.87 0.06 1.28

The calculation puts the HOMO energy at -11.1 eV. Its charge is +1. The calculation puts the lowest unoccupied orbital energy at -3.6 eV.

Record 2
Computed, not measured: 13 unconnected molecules or ions with the total composition C2H28O12 in a non-equilibrium geometry, with wB97M-V/def2-TZVPD.

Geometry (Å):
C1 1.98 0.56 1.43
C2 3.25 0.82 1.05
H1 1.24 1.23 1.55
H2 1.60 -0.42 1.57
H3 3.73 1.72 0.98
H4 3.78 -0.07 0.85
H5 -2.53 -2.26 2.89
H6 -1.47 -1.46 3.72
O1 -1.62 -2.09 2.96
H7 -2.00 -0.09 -1.54
H8 -3.23 0.51 -1.01
O2 -2.31 0.52 -0.89
H9 -1.70 0.84 1.06
H10 -2.71 1.72 1.56
O3 -2.35 0.89 1.84
H11 -0.38 3.98 1.09
H12 -0.68 2.55 0.68
O4 -1.02 3.48 0.92
H13 -0.15 1.89 -1.88
H14 -1.38 2.67 -1.96
O5 -0.50 2.72 -1.81
H15 -1.20 -1.83 -3.36
H16 -2.18 -1.84 -2.42
O6 -1.94 -1.23 -3.21
H17 0.82 -0.29 -3.93
H18 2.31 -0.60 -3.37
O7 1.35 -0.44 -3.13
H19 2.18 -0.62 -1.43
H20 2.53 -1.37 -0.09
O8 2.53 -1.40 -0.96
H21 -1.28 1.00 3.52
H22 0.15 0.98 3.99
O9 -0.62 0.46 4.03
H23 1.03 -2.70 0.04
H24 1.07 -3.69 1.16
O10 0.46 -3.31 0.47
H25 1.49 1.65 -0.80
H26 1.91 2.98 -1.38
O11 2.18 2.02 -1.27
H27 -1.33 -3.81 -1.36
H28 -1.34 -2.71 -0.36
O12 -1.66 -2.98 -1.20

The calculation puts the HOMO energy at -10.2 eV. The value obtained for the energy relative to the best compared isomer or geometry (same formula, charge and spin) is 385.6 kJ/mol. Its charge is 0. The calculation puts the lowest unoccupied orbital energy at 0.2 eV.

Record 3
Computed, not measured: a molecular structure, C39H59As2F2N3O18PSr, with wB97M-V/def2-TZVPD.

Geometry (Å):
Sr1 -1.23 1.01 1.18
F1 4.06 -2.87 -1.72
C1 4.17 -2.24 -0.53
C2 3.09 -1.59 -0.01
C3 3.18 -0.97 1.25
C4 2.02 -0.21 1.75
O1 1.03 -0.08 1.01
C5 2.18 0.35 3.06
C6 3.37 0.18 3.70
N1 4.44 -0.50 3.22
C7 5.67 -0.53 3.97
C8 5.61 -0.76 5.45
C9 6.15 -1.83 4.55
C10 4.37 -1.07 1.97
C11 5.48 -1.71 1.39
C12 5.40 -2.29 0.14
N2 6.51 -2.93 -0.42
C13 7.47 -3.60 0.41
C14 8.02 -4.82 -0.31
N3 8.73 -4.38 -1.58
C15 8.20 -3.07 -2.13
C16 6.72 -2.98 -1.86
C17 1.14 1.19 3.83
O2 1.49 1.57 4.95
O3 0.04 1.40 3.25
H1 2.15 -1.54 -0.55
H2 3.48 0.65 4.67
H3 6.42 0.17 3.61
H4 4.64 -0.92 5.89
H5 6.30 -0.20 6.07
H6 5.51 -2.69 4.38
H7 7.21 -2.03 4.55
H8 6.42 -1.72 1.93
H9 6.98 -3.95 1.33
H10 8.30 -2.96 0.73
H11 7.20 -5.47 -0.62
H12 8.72 -5.37 0.30
H13 8.64 -5.11 -2.28
H14 9.73 -4.28 -1.40
H15 8.42 -3.05 -3.20
H16 8.74 -2.27 -1.64
H17 6.19 -3.81 -2.35
H18 6.34 -2.07 -2.32
O4 -2.68 2.51 -0.44
H19 -2.10 3.07 -0.99
H20 -2.81 1.70 -0.95
O5 -2.45 2.98 2.66
H21 -3.38 3.12 2.42
H22 -2.43 2.69 3.58
F2 -2.29 -0.24 -0.40
C18 1.02 4.10 1.60
O6 -0.23 3.58 1.15
H23 1.38 3.54 2.47
H24 0.94 5.15 1.86
H25 1.72 3.99 0.78
H26 -0.89 3.72 1.85
O7 -1.63 -1.08 2.99
C19 -2.04 -0.40 3.79
C20 -1.30 0.31 -4.00
C21 -0.25 -0.10 -2.98
O8 0.68 0.98 -2.75
P1 0.38 1.98 -1.50
O9 1.84 2.69 -1.48
C22 2.93 1.91 -0.98
C23 4.05 1.89 -2.00
O10 -0.46 3.19 -2.16
C24 -0.04 3.90 -3.35
C25 -1.26 4.50 -3.99
H27 -1.96 -0.53 -4.20
H28 -0.83 0.63 -4.93
H29 -1.91 1.13 -3.61
H30 0.34 -0.93 -3.35
H31 -0.74 -0.39 -2.05
H32 2.60 0.90 -0.77
H33 3.27 2.36 -0.04
H34 3.71 1.39 -2.91
H35 4.91 1.34 -1.60
H36 4.36 2.90 -2.25
H37 0.46 3.20 -4.02
H38 0.68 4.66 -3.05
H39 -1.95 3.72 -4.31
H40 -0.97 5.09 -4.86
H41 -1.78 5.15 -3.28
C26 -2.72 -4.12 2.11
O11 -3.45 -3.23 1.27
C27 -4.28 -2.37 1.86
O12 -4.39 -2.25 3.06
C28 -4.92 -1.42 0.90
C29 -5.57 -1.83 -0.18
As1 -6.31 -0.78 -1.66
C30 -4.64 -0.74 -2.69
C31 -6.12 1.05 -0.95
C32 -5.47 1.47 0.14
As2 -4.62 0.40 1.54
C33 -6.12 0.45 2.80
C34 -5.29 2.91 0.46
O13 -4.97 3.29 1.58
O14 -5.45 3.75 -0.54
C35 -5.22 5.13 -0.25
C36 -6.91 1.98 -1.82
O15 -7.96 2.48 -1.52
O16 -6.33 2.10 -3.03
C37 -7.07 2.87 -3.99
C38 -5.72 -3.28 -0.50
O17 -5.63 -3.70 -1.63
O18 -6.12 -4.02 0.54
C39 -6.29 -5.42 0.26
H42 -3.23 -5.09 2.13
H43 -2.66 -3.73 3.12
H44 -1.73 -4.23 1.68
H45 -4.56 -1.70 -3.20
H46 -3.79 -0.60 -2.03
H47 -4.72 0.06 -3.43
H48 -7.04 0.16 2.30
H49 -6.21 1.46 3.18
H50 -5.91 -0.24 3.61
H51 -5.39 5.66 -1.18
H52 -4.19 5.27 0.09
H53 -5.90 5.48 0.52
H54 -6.68 2.58 -4.96
H55 -6.90 3.93 -3.81
H56 -8.13 2.65 -3.92
H57 -6.64 -5.86 1.18
H58 -5.35 -5.86 -0.05
H59 -7.02 -5.55 -0.54

The calculation puts the HOMO energy at -9.6 eV. The value obtained for the energy relative to the best compared isomer or geometry (same formula, charge and spin) is 0.0 kJ/mol. Its charge is +1. The calculation puts the lowest unoccupied orbital energy at -3.5 eV.